Entry 1:
{"formula": "C18H41BN2O14P2S3", "method": "ωB97M-V with the def2-TZVPD basis set", "e_tot_ev": -102734.9509, "multiplicity": 1, "homo_lumo_gap_ev": 9.12, "homo_ev": -9.225, "lumo_energy_ha": -0.0039, "smiles": "CCP(C)[C@@](C#N)([C@](C#N)(CC)B(O)O)P(=O)(O)O.CCOS(C)(=O)=O.CCOS(C)(=O)=O.CCOS(C)(=O)=O", "de_lowest_kcal_mol": 0.0, "species": ["O", "H", "C", "O", "H", "H", "N", "H", "H", "C", "H", "H", "C", "H", "H", "C", "C", "H", "O", "H", "H", "H", "O", "C", "H", "H", "C", "C", "H", "H", "O", "H", "O", "H", "H", "H", "C", "H", "C", "H", "O", "C", "H", "H", "S", "H", "H", "C", "P", "O", "B", "H", "O", "C", "H", "H", "C", "H", "S", "H", "H", "H", "O", "H", "C", "C", "C", "O", "H", "H", "H", "P", "O", "S", "H", "O", "H", "H", "C", "N", "O"], "xyz": [[0.324, 3.072, 1.285], [0.204, 1.776, 3.464], [3.097, 6.222, -6.376], [1.120, 5.716, -3.974], [0.857, 6.994, -1.443], [-4.413, -5.969, -1.743], [2.787, -0.065, 2.880], [0.841, 8.236, -2.724], [1.558, -0.600, -2.854], [1.688, -0.234, 0.271], [3.411, -0.422, -3.346], [2.859, 2.785, -1.929], [-4.709, -1.523, 7.711], [2.326, 6.864, -6.809], [5.006, 3.646, -0.943], [-0.212, 1.120, -1.142], [-0.843, -0.596, 0.672], [-3.908, -0.991, 8.222], [-0.313, 1.251, 2.800], [3.754, -2.095, 0.264], [-2.416, 1.350, -0.403], [2.291, 1.034, -3.282], [-2.983, -3.450, 7.301], [-2.388, -2.172, 4.611], [2.531, 2.790, -0.046], [-2.418, -3.191, 2.706], [-1.658, 1.868, -1.084], [1.468, 7.549, -2.156], [0.768, -2.363, 2.078], [4.560, 6.289, -4.776], [-3.295, -1.664, 5.593], [2.601, 5.317, -6.020], [-2.721, -5.798, 1.333], [-1.642, -2.821, 5.080], [4.347, 7.801, -5.650], [-2.463, -8.324, -1.672], [-3.114, -2.891, 3.489], [-4.647, -7.544, -2.503], [-3.893, -6.818, -2.190], [-0.539, -3.869, 0.960], [-2.839, -4.273, -0.667], [-0.504, -4.781, 0.377], [-5.336, -0.838, 7.141], [4.744, 2.682, 0.623], [-2.175, -5.298, 0.098], [-3.885, -2.249, 3.056], [-5.318, -2.069, 8.432], [-2.917, -7.443, -1.210], [3.003, 0.399, -0.944], [2.898, 7.433, -4.266], [0.115, 1.665, 1.467], [-3.613, -3.792, 3.854], [3.188, -2.625, -0.348], [3.131, 2.324, -0.899], [-0.030, -4.588, -0.584], [5.360, 1.753, -0.883], [2.349, -0.099, 1.751], [0.454, 3.320, 0.343], [-4.003, -2.711, 6.603], [-2.089, 1.793, -2.160], [-3.428, -7.782, -0.303], [-1.853, -1.313, 4.195], [-1.854, -6.550, -0.879], [3.801, 5.931, -7.158], [4.703, 2.622, -0.536], [2.515, 0.018, -2.770], [3.813, 6.937, -5.244], [1.110, -2.990, 1.388], [2.262, 8.082, -1.635], [-0.318, 0.222, -1.868], [-1.548, 3.000, -0.885], [1.560, -2.128, -0.026], [0.761, -2.501, -1.278], [2.189, 6.375, -3.269], [-3.366, -6.447, -3.073], [-5.080, -3.370, 5.910], [0.506, 1.863, -1.632], [0.023, -5.560, 0.926], [0.270, 0.527, 0.271], [-1.632, -1.456, 0.995], [3.209, 5.636, -2.568]], "lowdin_charge": [0.11, 0.12, -0.08, -0.29, 0.07, 0.07, 0.17, 0.08, 0.03, -0.51, 0.06, 0.08, -0.13, 0.09, 0.07, -0.19, -0.12, 0.07, 0.08, 0.05, 0.09, 0.04, -0.28, -0.27, 0.06, 0.04, -0.08, -0.12, 0.09, 0.12, -0.27, 0.07, -0.29, 0.12, 0.12, 0.12, -0.08, 0.08, -0.08, 0.01, -0.29, -0.14, 0.07, 0.08, 0.60, 0.09, 0.07, -0.27, 0.97, -0.26, -0.52, 0.07, -0.19, -0.38, 0.06, 0.05, -0.21, 0.09, 0.60, 0.10, 0.12, 0.11, -0.27, 0.08, -0.17, -0.27, -0.27, -0.21, 0.08, 0.13, 0.09, 0.67, -0.30, 0.60, 0.08, -0.28, 0.11, 0.09, -0.27, 0.22, -0.29]}

---

Entry 2:
{"formula": "C18H41IrN2P3S2", "method": "ωB97M-V with the def2-TZVPD basis set", "e_tot_ev": -74658.2773, "multiplicity": 5, "homo_lumo_gap_ev": [5.90, 5.10], "homo_ev": [-13.919, -17.132], "lumo_energy_ha": [-0.2945, -0.4420], "de_lowest_kcal_mol": 55.6, "total_charge": 3, "species": ["H", "H", "H", "H", "H", "H", "P", "C", "S", "P", "C", "H", "H", "H", "H", "C", "H", "H", "C", "Ir", "H", "C", "H", "H", "H", "H", "H", "C", "N", "C", "C", "H", "H", "S", "C", "P", "H", "C", "H", "C", "H", "H", "H", "H", "C", "C", "N", "C", "H", "C", "H", "H", "C", "H", "C", "H", "H", "H", "H", "H", "H", "H", "H", "H", "C", "H", "H"], "xyz": [[4.169, -0.095, -1.894], [-3.521, -0.409, -2.439], [-2.433, -2.516, -2.469], [-1.386, 3.075, -1.755], [2.743, -2.314, 2.458], [-2.328, 1.563, 1.802], [2.728, 0.918, -0.166], [0.398, 2.772, 1.616], [-0.229, -4.503, -4.204], [-1.808, -0.831, -0.792], [-0.939, -1.855, -4.392], [-0.223, 3.565, 2.056], [-0.761, -0.274, 2.356], [2.229, -1.400, 3.857], [0.375, 3.343, -1.618], [-2.244, -0.914, -6.183], [2.453, -1.068, -1.936], [-1.990, -4.343, -6.451], [1.408, -0.821, -2.179], [0.444, 0.126, -0.682], [-3.046, -2.338, -7.584], [4.164, -0.060, -0.800], [-2.736, -3.069, -0.798], [-2.284, 3.243, 1.247], [-3.388, 0.988, -1.334], [2.765, 3.394, -0.179], [-2.175, 0.752, -2.628], [-2.028, -2.535, -1.448], [0.134, -0.454, 2.793], [3.309, 1.082, 1.571], [-2.195, 2.198, 0.919], [-0.754, 4.247, -0.562], [3.301, 0.118, 2.092], [0.813, -1.856, 0.612], [-1.460, -0.744, -5.039], [-0.504, 1.999, 0.234], [-2.114, -1.366, 1.586], [-1.868, -3.327, -6.072], [-2.665, -0.029, -6.661], [1.116, 0.547, -2.580], [0.212, -0.221, 3.776], [0.817, -3.859, -3.693], [0.594, 2.019, 2.392], [0.295, 0.746, -3.272], [-2.744, -0.985, 0.774], [-0.564, 3.287, -1.059], [2.131, -1.615, 2.871], [-1.050, -3.144, -4.947], [4.151, 2.670, -1.016], [-2.439, -2.209, -6.690], [1.991, 1.185, -2.724], [0.838, -1.623, -2.642], [1.033, -1.239, 2.193], [4.334, 1.474, 1.542], [3.067, 2.587, -0.860], [-0.514, -1.752, -3.394], [2.573, 2.756, -1.821], [1.331, 3.229, 1.272], [-2.977, 1.995, 0.181], [4.156, -1.095, -0.429], [-3.203, -0.037, 1.060], [-1.258, 0.249, -4.628], [-3.549, -1.710, 0.606], [-1.080, -3.087, -1.445], [-2.818, 0.240, -1.897], [5.106, 0.405, -0.489], [2.691, 1.785, 2.137]], "lowdin_spin": [0.00, 0.00, 0.01, 0.00, 0.00, 0.00, 0.01, 0.01, 0.41, 0.02, 0.56, 0.00, 0.00, 0.00, 0.00, 0.22, 0.00, 0.01, 0.02, 0.58, 0.02, 0.00, 0.00, 0.00, 0.00, 0.00, 0.00, 0.01, 0.03, 0.00, 0.00, 0.00, 0.00, 0.07, 0.39, 0.05, 0.00, 0.48, 0.00, 0.09, 0.00, 0.02, 0.00, 0.02, 0.00, 0.02, 0.01, 0.28, 0.00, 0.54, 0.01, 0.00, 0.03, 0.00, 0.00, 0.02, 0.00, 0.00, 0.00, 0.00, 0.00, 0.01, 0.00, 0.00, 0.01, 0.00, 0.00]}

---

Entry 3:
{"formula": "C18H41LaN4O6P", "method": "ωB97M-V with the def2-TZVPD basis set", "e_tot_ev": -47712.5645, "multiplicity": 1, "homo_lumo_gap_ev": [6.66, 5.97], "homo_ev": [-11.330, -11.324], "lumo_energy_ha": [-0.1718, -0.1967], "total_charge": 1, "species": ["N", "H", "N", "La", "H", "C", "O", "C", "C", "O", "H", "H", "H", "C", "H", "H", "H", "C", "H", "H", "C", "H", "H", "H", "H", "O", "H", "H", "H", "H", "H", "H", "H", "H", "H", "H", "H", "H", "H", "H", "C", "O", "C", "C", "H", "C", "H", "O", "H", "C", "H", "H", "P", "H", "H", "H", "H", "C", "C", "C", "H", "N", "H", "N", "H", "C", "C", "H", "C", "O", "C"], "xyz": [[0.193, -2.077, -1.703], [4.074, 1.039, 3.622], [-1.880, -2.481, 0.103], [-0.038, 0.295, -1.508], [-0.705, -1.199, 2.373], [-1.150, 5.098, -0.422], [-3.207, 0.714, -0.024], [-0.376, -3.287, -1.686], [3.094, 1.954, 1.266], [1.811, 1.209, -1.990], [3.663, 1.368, 0.528], [-2.577, 1.730, -5.003], [-0.457, -0.898, 4.809], [-0.065, -4.350, -2.665], [2.976, -0.303, 3.939], [1.031, -1.587, 4.163], [-1.317, 5.368, 0.629], [-1.091, 0.864, 2.871], [-0.537, 1.788, 3.096], [-1.811, 0.701, 3.686], [-2.923, 0.855, -5.553], [4.002, -1.084, 0.682], [-4.398, 2.719, 0.280], [-1.905, 5.634, -1.011], [3.806, 2.604, 1.798], [0.763, -1.582, -2.775], [-0.810, 0.532, -4.682], [0.500, -5.169, -2.201], [1.506, 2.588, -1.737], [-0.169, 5.468, -0.711], [-2.407, -5.260, -1.125], [-2.445, -4.791, 0.593], [1.188, -2.888, 2.522], [-0.984, -5.519, -0.125], [-2.197, 0.416, -6.228], [-3.686, 1.313, -6.164], [4.079, -0.350, 2.529], [-3.392, 3.923, 1.148], [-3.911, 4.260, -0.485], [2.599, 1.142, -2.565], [-0.143, -0.341, 2.772], [1.032, 3.420, -1.357], [-1.817, -4.826, -0.305], [-1.182, 3.624, -0.649], [3.010, -0.631, -0.733], [-1.342, -3.446, -0.638], [0.955, 0.147, 4.598], [-1.671, -1.254, -0.275], [1.805, 1.691, 2.967], [3.145, -1.378, 0.061], [-0.984, -4.771, -3.090], [2.556, -3.516, 1.593], [1.104, 0.004, 1.445], [-2.770, -0.216, -0.024], [0.535, -3.929, -3.477], [-3.464, 0.086, -5.011], [2.838, -2.234, 2.779], [2.125, -2.602, 2.028], [-2.351, 2.826, -0.346], [2.397, 1.045, 2.293], [2.381, 2.596, 0.731], [-0.189, 2.856, -1.103], [1.119, -2.036, 0.243], [-2.177, 1.502, -0.503], [3.400, -2.329, -0.429], [1.888, -1.602, 0.909], [3.427, 0.292, 3.137], [-1.656, 1.017, 1.944], [0.401, -0.691, 4.152], [-1.633, 0.494, -4.163], [-3.589, 3.449, 0.178]], "lowdin_charge": [-0.23, 0.09, 0.07, 2.00, 0.10, 0.00, -0.08, -0.24, -0.12, -0.51, 0.07, 0.08, 0.09, 0.00, 0.06, 0.06, 0.10, -0.11, 0.08, 0.09, -0.07, 0.07, 0.09, 0.10, 0.09, -0.23, 0.04, 0.11, -0.01, 0.08, 0.10, 0.09, 0.07, 0.10, 0.06, 0.07, 0.07, 0.10, 0.10, 0.06, -0.55, -0.07, -0.02, -0.24, 0.05, -0.24, 0.08, -0.30, 0.10, -0.11, 0.10, 0.09, 1.03, 0.05, 0.09, 0.07, 0.07, -0.11, -0.26, -0.52, 0.06, -0.10, 0.05, -0.10, 0.09, -0.56, -0.11, 0.04, -0.11, -0.20, 0.00]}

---

Entry 4:
{"formula": "C18H41N2O3RuS2Si", "method": "ωB97M-V with the def2-TZVPD basis set", "e_tot_ev": -60560.3564, "multiplicity": 5, "homo_lumo_gap_ev": [7.09, 6.43], "homo_ev": [-18.635, -19.026], "lumo_energy_ha": [-0.4244, -0.4629], "total_charge": 3, "species": ["H", "N", "H", "H", "C", "S", "H", "H", "C", "O", "C", "C", "C", "H", "H", "H", "Si", "H", "H", "H", "C", "C", "H", "H", "H", "H", "Ru", "H", "C", "H", "H", "N", "H", "H", "C", "H", "C", "O", "H", "C", "H", "H", "H", "H", "C", "C", "H", "H", "H", "O", "H", "H", "H", "H", "H", "H", "H", "H", "C", "H", "H", "S", "H", "C", "C", "C", "H", "C"], "xyz": [[-2.325, 2.492, -0.027], [-0.491, -1.215, 3.243], [2.345, -1.357, 3.930], [-0.812, 3.433, 2.262], [2.904, -2.807, 1.898], [1.170, -3.377, 1.783], [0.366, -0.576, 5.089], [1.046, 4.140, 0.480], [-3.936, 0.049, -1.551], [-1.571, -0.115, -1.901], [2.251, 2.030, -4.138], [-0.234, 1.906, -4.538], [0.605, -3.467, 3.523], [-1.490, -3.055, 3.231], [-1.471, 4.027, -0.159], [-1.423, -0.808, 3.348], [-0.131, 0.389, -1.452], [-2.302, -0.078, 0.675], [-4.056, 0.252, -2.613], [3.100, 1.545, -3.658], [1.090, 3.109, 0.133], [-2.709, -0.825, -1.339], [1.315, -0.211, -5.527], [-0.339, 2.914, -4.137], [-1.916, -2.759, -1.911], [-1.142, 1.338, -4.335], [0.065, -1.157, 1.150], [2.471, 2.122, -5.201], [1.875, -0.455, 3.550], [4.035, -0.986, 2.097], [0.361, -4.513, 3.712], [1.968, -0.496, 2.058], [-1.242, 2.817, -1.400], [2.129, 3.033, -3.732], [-0.499, 2.435, 1.959], [0.394, 2.195, 2.536], [-2.812, -2.152, -2.064], [0.777, 1.145, -2.468], [1.984, -0.698, -3.976], [0.436, -0.336, 4.025], [-0.869, -2.596, 4.815], [3.468, -3.408, 1.185], [0.074, 0.684, 3.899], [1.936, 2.631, 0.632], [-1.385, 2.954, -0.327], [0.987, 1.217, -3.966], [0.225, -0.783, -4.274], [-2.930, -1.983, -3.133], [-3.337, -1.515, 0.642], [-0.049, 0.943, 0.108], [-0.125, 1.988, -5.619], [2.084, 0.452, 1.693], [1.275, 3.116, -0.938], [-1.650, -1.787, 0.279], [1.435, -3.205, 4.175], [-3.845, 0.998, -1.024], [3.247, -3.096, 2.891], [-3.676, -2.713, -1.711], [3.116, -1.317, 1.603], [2.463, 0.382, 3.935], [-1.317, 1.755, 2.212], [0.872, -1.596, -0.899], [-4.830, -0.463, -1.200], [-2.485, -1.029, 0.167], [1.135, -0.208, -4.453], [-0.631, -2.619, 3.747], [3.239, -1.149, 0.531], [-0.214, 2.419, 0.474]], "lowdin_spin": [0.00, 0.02, 0.00, 0.00, 0.02, 0.14, 0.00, 0.00, 0.01, 0.04, 0.00, 0.00, 0.01, 0.00, 0.00, 0.01, 0.04, 0.00, 0.00, 0.00, 0.00, 0.01, 0.00, 0.00, 0.01, 0.00, 2.64, 0.00, 0.01, 0.00, 0.00, 0.10, 0.00, 0.00, 0.00, 0.00, 0.01, 0.02, 0.00, 0.01, 0.00, 0.00, 0.00, 0.00, 0.00, 0.00, 0.00, 0.00, 0.00, 0.08, 0.00, 0.00, 0.00, 0.01, 0.00, 0.00, 0.00, 0.00, 0.02, 0.00, 0.00, 0.72, 0.00, 0.04, 0.00, 0.01, 0.01, 0.00]}